{"formula": "C13H30F5IN11O4", "method": "wB97M-V/def2-TZVPD", "species": ["N", "C", "N", "C", "C", "C", "C", "C", "C", "I", "N", "C", "F", "F", "C", "F", "F", "F", "H", "H", "H", "H", "H", "H", "H", "H", "H", "H", "H", "H", "H", "H", "C", "O", "N", "N", "H", "H", "H", "H", "C", "O", "N", "N", "H", "H", "H", "H", "C", "O", "N", "N", "H", "H", "H", "H", "C", "O", "N", "N", "H", "H", "H", "H"], "xyz": [[-2.03296, 3.35695, 3.49899], [-1.87166, 3.98223, 2.25579], [-1.14841, 5.30693, 2.11600], [-1.07732, 5.78873, 0.68389], [-2.46656, 5.63164, -0.17310], [-3.28131, 4.21384, 0.17508], [-4.60754, 4.71124, 1.06486], [-5.95409, 4.93237, 0.15603], [-7.22123, 5.03598, 1.24310], [-8.35357, 3.16407, 1.43013], [-2.51038, 3.28223, 1.07901], [-1.56345, 2.37071, 0.33801], [-0.83858, 2.98831, -0.79478], [-0.49740, 1.86369, 1.28062], [-2.40056, 1.07686, -0.30946], [-2.85730, 1.39250, -1.71091], [-1.52100, -0.14052, -0.41912], [-3.55416, 0.83941, 0.62476], [-1.29165, 3.30864, 4.23166], [-3.00778, 2.97247, 3.67230], [-1.74380, 6.02379, 2.63032], [-0.83200, 6.95647, 0.71116], [-0.14346, 5.27521, 0.15652], [-3.18149, 6.55752, -0.13956], [-2.13830, 5.50587, -1.31411], [-3.64274, 3.68633, -0.82595], [-4.28688, 5.67580, 1.68735], [-4.79442, 3.86317, 1.84930], [-6.13083, 3.96730, -0.48669], [-5.86724, 5.91635, -0.47358], [-6.72747, 5.22610, 2.31326], [-7.94015, 5.93065, 1.01482], [2.96555, 0.34686, -0.61318], [3.95506, -0.31242, -0.89061], [2.57926, 1.41637, -1.33186], [2.17294, 0.06272, 0.43595], [1.76765, 1.97156, -1.11920], [3.14845, 1.66459, -2.13046], [2.42832, -0.73493, 1.00339], [1.35420, 0.59380, 0.68028], [4.30366, -4.43704, -0.32407], [4.20277, -5.62494, -0.06052], [5.08964, -3.60064, 0.37752], [3.63795, -3.85827, -1.33969], [5.18584, -2.61972, 0.17571], [5.60851, -3.99605, 1.15068], [3.03499, -4.45278, -1.89327], [3.70808, -2.88197, -1.57208], [5.56241, -5.96165, -4.49413], [6.30841, -6.02702, -5.45848], [5.76302, -5.10542, -3.47619], [4.47301, -6.73993, -4.36326], [5.15993, -5.03686, -2.67384], [6.57215, -4.50114, -3.53532], [4.28551, -7.39871, -5.10777], [3.84699, -6.70069, -3.57671], [0.84427, -6.61633, 1.60570], [0.36702, -5.49543, 1.68670], [2.04821, -6.85616, 1.05563], [0.20894, -7.71186, 2.05936], [2.45790, -7.77192, 0.98001], [2.55998, -6.05856, 0.70169], [-0.70056, -7.57540, 2.48083], [0.58568, -8.64289, 2.00153]], "forces_ev_per_a": [[-0.5, 1.3, -2.8], [0.7, 1.0, 0.5], [-4.2, -2.9, -0.3], [0.7, 1.2, -1.6], [0.8, -1.4, -1.8], [-1.7, 2.7, 0.0], [0.6, -0.8, 0.0], [-0.2, -0.4, 1.3], [1.5, 1.5, 0.5], [0.6, 1.0, -0.2], [3.2, 0.9, 0.3], [1.7, -0.7, 0.0], [-2.0, -1.5, 3.4], [-3.4, 1.6, -2.9], [-0.5, -2.0, -0.9], [1.3, -1.1, 5.3], [-3.5, 4.7, 0.6], [4.0, 0.5, -3.8], [-1.0, 0.7, -0.8], [2.1, -0.1, -0.4], [1.3, -1.3, 0.0], [-0.4, -2.7, 0.2], [-2.3, 1.0, 1.1], [1.4, -1.9, 0.3], [-0.6, 0.6, 2.5], [1.0, 0.8, 2.4], [-0.9, -1.9, -1.4], [0.0, 1.4, -1.5], [0.5, 2.1, 1.0], [-0.2, -2.0, 1.1], [-1.3, -0.4, -2.3], [1.3, -2.0, 0.3], [0.3, -0.3, 0.0], [0.2, -0.3, -0.1], [0.0, 1.0, -1.0], [-0.5, -0.6, 1.2], [0.2, -0.2, 0.0], [-0.2, -0.1, 0.3], [-0.2, 0.3, -0.2], [0.2, -0.2, -0.1], [0.1, 0.2, 0.3], [0.2, -0.4, -0.1], [0.8, 0.3, 0.9], [-0.8, 0.0, -1.1], [-0.1, 0.0, -0.1], [-0.2, 0.1, -0.3], [0.1, 0.3, 0.3], [0.0, 0.1, 0.1], [0.7, 0.0, -0.7], [0.0, 0.0, 0.0], [0.6, 1.1, 0.8], [-1.2, -1.0, -0.3], [0.2, 0.0, -0.1], [-0.3, -0.3, 0.0], [0.1, 0.3, 0.3], [0.2, -0.1, -0.1], [0.4, 0.2, -0.2], [-0.3, 0.4, 0.1], [0.4, 0.2, -0.3], [-1.3, -0.9, 0.7], [0.0, 0.2, 0.0], [0.2, -0.5, 0.0], [0.4, -0.1, -0.2], [-0.1, 0.2, 0.0]], "charge": 1, "homo_energy_ha": -0.389, "lumo_ha": -0.21855, "homo_lumo_gap_ha": 0.171, "fmax_ev_per_a": 5.9}